{
  "formula": "C28H28O3P2Se4Ti",
  "method": "ωB97M-V/def2-TZVPD",
  "elements": ["Ti", "O", "P", "C", "P", "O", "C", "C", "C", "C", "C", "C", "C", "C", "C", "C", "C", "C", "C", "C", "C", "C", "C", "C", "C", "C", "C", "C", "C", "C", "H", "H", "H", "H", "H", "H", "H", "H", "H", "H", "H", "H", "H", "H", "H", "H", "H", "H", "H", "H", "H", "H", "Se", "Se", "Se", "Se", "C", "O", "C", "C", "H", "H", "H", "H", "H", "H"],
  "xyz": [[0.0621, 1.1719, -2.3923], [0.2486, -0.6051, -1.4499], [-0.3918, -1.1933, -0.2018], [-1.3543, 0.1068, 0.6537], [-0.2659, 1.5427, 0.8310], [0.3243, 1.9075, -0.5165], [-1.3102, 2.8953, 1.4082], [-2.3449, 3.3212, 0.5736], [-3.1341, 4.3964, 0.9477], [-2.8966, 5.0496, 2.1508], [-1.8626, 4.6345, 2.9766], [-1.0649, 3.5602, 2.6049], [0.9723, 1.1662, 2.0288], [2.3192, 1.2550, 1.6557], [3.3019, 0.9037, 2.5600], [2.9620, 0.4674, 3.8423], [1.6249, 0.3939, 4.2191], [0.6281, 0.7291, 3.3218], [-1.6414, -2.3842, -0.7405], [-1.8876, -2.5159, -2.1057], [-2.8161, -3.4431, -2.5575], [-3.5041, -4.2403, -1.6552], [-3.2619, -4.1122, -0.2930], [-2.3341, -3.1893, 0.1632], [0.7776, -1.8251, 0.9030], [0.4177, -2.3105, 2.1991], [1.3886, -2.8061, 3.0440], [2.7317, -2.8357, 2.6714], [3.0931, -2.3597, 1.3897], [2.1493, -1.8689, 0.5272], [-1.6561, -0.2548, 1.6412], [-2.2337, 0.3736, 0.0612], [-2.5103, 2.8286, -0.3799], [-3.9297, 4.7294, 0.2936], [-3.5147, 5.8907, 2.4393], [-1.6681, 5.1517, 3.9075], [-0.2463, 3.2454, 3.2396], [2.5777, 1.5641, 0.6489], [4.3398, 0.9515, 2.2564], [3.7367, 0.1856, 4.5438], [1.3562, 0.0443, 5.2083], [-0.4111, 0.6531, 3.6246], [-1.3640, -1.8765, -2.8042], [-3.0058, -3.5314, -3.6197], [-4.2304, -4.9607, -2.0106], [-3.7927, -4.7358, 0.4153], [-2.1427, -3.1129, 1.2261], [-0.6095, -2.2796, 2.5460], [1.0944, -3.1573, 4.0274], [3.4809, -3.2292, 3.3456], [4.1328, -2.3580, 1.0847], [2.4484, -1.4686, -0.4347], [3.8702, 1.1414, -1.9038], [2.7190, 1.6587, -3.8017], [1.0845, 3.2880, -3.3279], [-2.1218, 1.2623, -2.8337], [0.0890, 1.1745, -5.9235], [0.8449, 0.1269, -5.3399], [1.1756, 0.1725, -3.9981], [1.8506, -1.1462, -3.7065], [-0.2422, 0.7962, -6.8904], [0.7026, 2.0658, -6.0725], [-0.7715, 1.4366, -5.3067], [2.5243, -1.4117, -4.5264], [1.0857, -1.9201, -3.6159], [2.4063, -1.1101, -2.7726]],
  "total_charge": -1,
  "lumo_ev": [2.46, 2.45],
  "homo_lumo_gap_ev": [4.13, 6.82],
  "spin_multiplicity": 2,
  "total_energy_ha": -12447.59976,
  "relative_energy_kcal_mol": 1.5,
  "fmax_ev_per_a": 0.3,
  "homo_ev": [-1.673, -4.371]
}



{
  "formula": "C15H44BaF6NO11",
  "method": "ωB97M-V/def2-TZVPD",
  "elements": ["N", "H", "H", "H", "H", "Ba", "C", "O", "O", "C", "F", "F", "F", "C", "C", "H", "H", "H", "H", "H", "H", "C", "O", "O", "C", "F", "F", "F", "C", "C", "H", "H", "H", "H", "H", "H", "C", "O", "H", "H", "H", "H", "C", "O", "H", "H", "H", "H", "C", "O", "H", "H", "H", "H", "C", "O", "H", "H", "H", "H", "C", "O", "H", "H", "H", "H", "C", "O", "H", "H", "H", "H", "C", "O", "H", "H", "H", "H"],
  "xyz": [[1.8970, 2.7481, -2.6200], [2.4072, 3.6052, -2.4261], [1.1160, 2.8631, -3.2751], [1.6217, 2.2335, -1.7227], [2.4350, 2.0591, -3.1593], [3.9886, -0.2400, -1.3926], [0.7190, 0.3697, 0.2174], [0.1643, -0.8465, -0.2650], [1.4690, 0.8726, -0.7867], [-0.4886, 1.2128, 0.7563], [-0.4901, 2.5282, 0.4350], [-1.6623, 0.7466, 0.2960], [-0.5142, 1.1125, 2.0997], [-0.1415, -1.8333, 0.7062], [-0.9859, -2.9592, 0.1287], [-1.9739, -2.6942, -0.2401], [-0.3730, -3.3863, -0.6703], [-1.2547, -3.6911, 0.8919], [-0.8422, -1.4338, 1.4551], [0.7268, -2.2009, 1.2566], [1.2553, 0.0716, 1.1332], [2.6880, -3.4117, -2.1978], [4.0371, -3.3174, -1.5709], [2.5229, -2.2781, -2.9220], [2.3768, -4.8211, -2.6667], [3.1413, -5.3035, -3.6383], [2.2548, -5.7138, -1.6627], [1.1210, -4.7549, -3.1762], [4.3338, -4.0704, -0.3903], [3.7459, -3.4572, 0.8654], [3.4771, -4.1782, 1.6441], [4.4185, -2.7250, 1.3133], [2.7564, -2.9894, 0.8054], [5.4198, -4.1147, -0.2925], [4.0634, -5.1160, -0.5294], [2.0301, -3.3028, -1.3214], [-2.7268, -0.1183, 3.9025], [-3.6300, -0.4650, 4.9332], [-2.7811, 0.9253, 3.5674], [-1.6889, -0.2102, 4.2127], [-2.9281, -0.6784, 2.9842], [-4.4948, -0.1157, 4.7027], [-1.5104, 5.3585, -0.5881], [-1.2881, 6.7344, -0.2495], [-2.5140, 5.3033, -1.0042], [-0.6937, 4.9863, -1.2014], [-1.4275, 4.7893, 0.3407], [-1.7381, 6.9622, 0.5653], [-1.9505, -1.1056, -2.9646], [-0.6784, -0.5085, -2.8884], [-1.9421, -2.0667, -3.4784], [-2.4686, -1.1263, -2.0039], [-2.5927, -0.4533, -3.5741], [-0.5521, -0.2231, -1.9810], [3.7924, 0.2898, 2.8149], [4.2243, -0.1507, 1.5445], [4.3958, 1.1300, 3.1778], [2.7891, 0.7126, 2.8010], [3.8422, -0.4817, 3.5843], [5.1010, -0.5446, 1.5991], [-4.5031, 1.6068, -1.5950], [-5.1109, 2.7735, -2.2127], [-3.7916, 1.8191, -0.7999], [-5.3004, 0.9675, -1.2166], [-4.0502, 1.1461, -2.4721], [-6.0407, 2.7225, -1.9787], [-5.4092, -0.8220, 1.3891], [-4.6701, -1.9370, 0.8712], [-4.8923, -0.0124, 0.8545], [-6.4865, -0.8914, 1.2613], [-5.1271, -0.5387, 2.4025], [-4.8844, -1.9811, -0.0644], [2.5470, 3.8555, 1.1680], [3.1456, 5.0890, 0.7964], [1.6955, 4.0394, 1.8235], [2.1343, 3.4216, 0.2524], [3.2122, 3.1862, 1.7206], [3.5326, 5.0279, -0.0751]],
  "total_charge": 1,
  "lumo_ev": -4.81,
  "homo_lumo_gap_ev": 5.84,
  "spin_multiplicity": 1,
  "total_energy_ha": -2104.59294,
  "fmax_ev_per_a": 3.9,
  "homo_ev": -10.648
}



{
  "formula": "C4H16N2O2",
  "method": "ωB97M-V/def2-TZVPD",
  "elements": ["C", "C", "C", "N", "C", "N", "H", "H", "H", "H", "H", "H", "H", "H", "H", "H", "H", "H", "H", "H", "O", "H", "H", "O"],
  "xyz": [[-2.4056, 0.3713, 1.6294], [-0.9514, 1.1008, 1.3658], [0.1513, 0.1716, 1.9294], [-0.6835, 1.1177, -0.1314], [-1.2651, 2.3633, -0.6515], [-0.2248, 3.1976, -1.1251], [-2.4804, 0.1841, 2.8254], [-2.4666, -0.5216, 1.0206], [-3.2041, 0.8480, 1.2488], [-0.9068, 2.2304, 1.7788], [0.0381, -0.2856, 2.9370], [1.1501, 0.4882, 1.6854], [0.1885, -0.6450, 1.3107], [-0.9946, 0.2304, -0.6311], [-1.7780, 2.8743, 0.2208], [-1.9419, 2.1540, -1.5025], [0.2268, 3.7331, -0.3933], [0.2795, 2.6632, -1.7814], [2.7058, -6.5006, 0.6037], [3.6582, -5.6411, -0.2741], [3.5068, -6.4361, 0.1903], [1.7635, -1.0207, -3.7904], [3.0591, -1.2735, -4.5953], [2.5750, -1.4039, -3.8698]],
  "total_charge": 1,
  "lumo_ev": [-3.28, -8.22],
  "homo_lumo_gap_ev": [9.90, 4.96],
  "spin_multiplicity": 2,
  "total_energy_ha": -421.57412,
  "relative_energy_kcal_mol": 79.4,
  "fmax_ev_per_a": 6.0,
  "homo_ev": [-13.179, -13.179]
}



{
  "formula": "C34H33F2N6V",
  "method": "ωB97M-V/def2-TZVPD",
  "elements": ["V", "C", "N", "C", "C", "C", "C", "C", "C", "N", "C", "C", "C", "C", "C", "C", "N", "C", "C", "C", "C", "C", "N", "H", "H", "H", "H", "H", "H", "H", "H", "H", "H", "H", "H", "H", "H", "H", "H", "H", "H", "F", "C", "C", "C", "C", "C", "F", "C", "C", "C", "C", "C", "C", "N", "H", "H", "H", "H", "H", "H", "C", "C", "C", "C", "C", "N", "H", "H", "H", "H", "H", "H", "H", "H", "H"],
  "xyz": [[0.0952, 0.0713, 0.2258], [2.4607, -1.8207, 0.9596], [1.7187, -0.7596, 1.6559], [2.6278, 0.3016, 2.0855], [3.0042, 1.2058, 0.9452], [3.9558, 2.2010, 1.1395], [4.2601, 3.0490, 0.0933], [3.6012, 2.8709, -1.1158], [2.6678, 1.8583, -1.2165], [2.3654, 1.0282, -0.2107], [1.0533, -1.3409, 2.8335], [-0.0363, -0.4302, 3.3268], [-0.5813, -0.5631, 4.5952], [-1.5746, 0.3181, 4.9854], [-1.9820, 1.3024, 4.0985], [-1.3984, 1.3469, 2.8457], [-0.4383, 0.4999, 2.4603], [1.5057, -2.6991, 0.1934], [1.8591, -3.9636, -0.2582], [0.9238, -4.6934, -0.9703], [-0.3312, -4.1473, -1.2031], [-0.6015, -2.8813, -0.7193], [0.3036, -2.1734, -0.0331], [3.0409, -2.4233, 1.6718], [3.1724, -1.3577, 0.2730], [3.5295, -0.1188, 2.5536], [2.1215, 0.9002, 2.8456], [4.4394, 2.3007, 2.1024], [4.9950, 3.8336, 0.2118], [3.8055, 3.5010, -1.9699], [2.1248, 1.7079, -2.1403], [1.7858, -1.5248, 3.6310], [0.6304, -2.3088, 2.5587], [-0.2264, -1.3400, 5.2588], [-2.0221, 0.2394, 5.9670], [-2.7531, 2.0133, 4.3576], [-1.7095, 2.0716, 2.1058], [2.8442, -4.3586, -0.0503], [1.1675, -5.6810, -1.3384], [-1.0901, -4.6873, -1.7504], [-1.5543, -2.3886, -0.8675], [-5.3211, -0.3145, 1.3347], [-4.3368, -0.0369, 0.4580], [-3.0286, -0.2464, 0.8289], [-1.9746, 0.0302, -0.0495], [-2.3194, 0.4704, -1.3557], [-3.6671, 0.7172, -1.6539], [-4.0240, 1.2147, -2.8628], [-4.6979, 0.4792, -0.7757], [-1.2539, 0.4717, -2.3645], [-1.4034, 0.7238, -3.7380], [-0.3675, 0.4640, -4.6085], [0.8228, -0.0646, -4.1164], [0.9303, -0.2307, -2.7549], [-0.0483, 0.0651, -1.8937], [-2.8471, -0.6216, 1.8299], [-5.7258, 0.6684, -1.0436], [-2.3439, 1.0895, -4.1111], [-0.4922, 0.6475, -5.6670], [1.6479, -0.3259, -4.7629], [1.8426, -0.6038, -2.3016], [-2.0531, 4.9116, -0.4395], [-0.5635, 4.6245, -0.6701], [0.3168, 5.6368, 0.0676], [-0.2428, 4.6102, -2.1718], [-0.2821, 3.2745, -0.1616], [-0.0687, 2.1968, 0.1704], [-2.3024, 5.8727, -0.8896], [-2.2835, 4.9623, 0.6246], [-2.6775, 4.1432, -0.8955], [0.0795, 6.6377, -0.2936], [1.3742, 5.4449, -0.1155], [0.1379, 5.6106, 1.1421], [-0.4489, 5.5975, -2.5860], [-0.8551, 3.8778, -2.6984], [0.8082, 4.3769, -2.3451]],
  "total_charge": 1,
  "lumo_ev": [-1.95, -2.05],
  "homo_lumo_gap_ev": [6.92, 5.89],
  "spin_multiplicity": 2,
  "total_energy_ha": -2787.56010,
  "relative_energy_kcal_mol": 10.0,
  "fmax_ev_per_a": 0.8,
  "homo_ev": [-8.877, -7.939]
}



{
  "formula": "C29H73CuN4O13",
  "method": "ωB97M-V/def2-TZVPD",
  "elements": ["Cu", "O", "C", "O", "O", "H", "C", "C", "O", "H", "H", "H", "H", "H", "H", "C", "C", "O", "H", "H", "H", "H", "H", "H", "C", "O", "C", "C", "N", "C", "C", "O", "C", "H", "H", "H", "H", "H", "H", "H", "H", "H", "H", "H", "H", "H", "H", "H", "C", "O", "C", "C", "N", "C", "C", "O", "C", "H", "H", "H", "H", "H", "H", "H", "H", "H", "H", "H", "H", "H", "H", "H", "C", "O", "C", "C", "N", "C", "C", "O", "C", "H", "H", "H", "H", "H", "H", "H", "H", "H", "H", "H", "H", "H", "H", "H", "C", "O", "C", "C", "N", "C", "C", "O", "C", "H", "H", "H", "H", "H", "H", "H", "H", "H", "H", "H", "H", "H", "H", "H"],
  "xyz": [[2.7954, -0.5728, 1.5434], [-0.9249, -1.3730, 0.2797], [0.2647, -1.0942, 0.7934], [0.6391, -1.4826, 1.8764], [1.0609, -0.3841, 0.1333], [-0.9799, -0.8334, -0.5124], [-1.2925, -4.6673, -1.1124], [0.1500, -5.2627, -1.4773], [0.2904, -6.3854, -0.6435], [-2.0982, -5.3952, -1.2074], [-1.3843, -3.7738, -1.7299], [-1.2917, -4.3290, -0.0762], [0.9266, -4.5963, -1.1020], [0.4683, -5.5999, -2.4637], [1.2322, -6.5001, -0.4966], [-0.6306, -5.9530, 3.6943], [-0.3141, -4.7119, 2.7584], [0.0113, -3.6612, 3.6096], [0.1422, -6.2504, 4.4031], [-0.7592, -6.8453, 3.0817], [-1.5922, -5.8939, 4.2043], [-1.1986, -4.4055, 2.2000], [0.5164, -4.8969, 2.0771], [0.1114, -2.8735, 3.0700], [-4.9001, 0.0551, -4.0153], [-3.9991, -1.0313, -3.6507], [-4.0550, -1.3734, -2.2955], [-3.4617, -0.2169, -1.4458], [-2.1606, 0.1305, -1.9787], [-1.7055, 1.4342, -1.5110], [-0.3679, 1.8594, -2.1512], [-0.5572, 2.1990, -3.5127], [0.5947, 2.7701, -4.1486], [-4.6430, 0.8907, -3.3643], [-5.9529, -0.2128, -3.9266], [-4.7061, 0.3806, -5.0373], [-3.4025, -2.2384, -2.1763], [-5.0554, -1.5989, -1.9261], [-3.3747, -0.6258, -0.4392], [-4.1977, 0.5786, -1.3292], [-2.2798, 0.1671, -2.9810], [-1.5951, 1.3333, -0.4313], [-2.4341, 2.2175, -1.7198], [0.3206, 1.0149, -2.1811], [0.1207, 2.5571, -1.4711], [1.5565, 2.2620, -4.0789], [0.7697, 3.7467, -3.6972], [0.2652, 2.8661, -5.1832], [3.2528, -3.7788, 0.5179], [3.2103, -2.7197, 1.5723], [3.7585, -3.1830, 2.7813], [3.2648, -2.3558, 3.9505], [3.4629, -0.9268, 3.8287], [2.4170, -0.1181, 4.5084], [2.4541, 1.3544, 4.0594], [2.1713, 1.3524, 2.6413], [1.8240, 2.6221, 2.1630], [2.3609, -4.4006, 0.5948], [4.0756, -4.4932, 0.5448], [3.2929, -3.4272, -0.5131], [4.8221, -3.2427, 2.5505], [3.5107, -4.2331, 2.9360], [3.8642, -2.6620, 4.8078], [2.2284, -2.6000, 4.1837], [4.3354, -0.7071, 4.2876], [2.5735, -0.2486, 5.5792], [1.3980, -0.4511, 4.3113], [3.4557, 1.7333, 4.2626], [1.6933, 1.9326, 4.5838], [2.7431, 3.1938, 2.0340], [1.1269, 3.1343, 2.8261], [1.4095, 2.6504, 1.1553], [2.5755, 3.4649, -7.0476], [2.9625, 4.0424, -5.8396], [2.7554, 5.4384, -5.7693], [3.5996, 6.0389, -4.6058], [2.9704, 5.8494, -3.2907], [3.9805, 5.4377, -2.2630], [3.1689, 5.0181, -1.0401], [2.4026, 3.8038, -1.1481], [3.1617, 2.6974, -1.3805], [1.7006, 3.9453, -7.4857], [2.4144, 2.3877, -7.0065], [3.3454, 3.6354, -7.8001], [1.7197, 5.7068, -5.5613], [3.0403, 5.9505, -6.6884], [3.6819, 7.1004, -4.8390], [4.5950, 5.6012, -4.6812], [2.2913, 5.1071, -3.3801], [4.6727, 6.2431, -2.0176], [4.5778, 4.5855, -2.5869], [2.4978, 5.8292, -0.7578], [3.8841, 4.9065, -0.2252], [3.5924, 2.7036, -2.3817], [2.7402, 1.7478, -1.0506], [4.0481, 2.6585, -0.7473], [-2.1077, 1.8503, 2.0407], [-2.5507, 1.8171, 3.3923], [-1.8424, 0.8808, 4.2207], [-2.0615, -0.5311, 3.7920], [-3.4791, -0.9051, 3.7044], [-3.6071, -2.0697, 2.8344], [-5.0054, -2.1391, 2.2669], [-5.2186, -1.0383, 1.3202], [-6.4821, -0.8525, 0.7255], [-2.3914, 2.7675, 1.5246], [-2.6210, 1.0398, 1.5234], [-1.0217, 1.8177, 1.9534], [-2.2166, 1.0689, 5.2271], [-0.7793, 1.1181, 4.2609], [-1.4574, -1.1282, 4.4750], [-1.6700, -0.6912, 2.7874], [-3.7618, -0.0391, 3.2683], [-3.5515, -2.9798, 3.4317], [-2.8675, -2.1075, 2.0346], [-5.7952, -2.1674, 3.0176], [-5.0601, -3.0596, 1.6856], [-6.8293, -1.8064, 0.3286], [-6.4351, -0.1334, -0.0923], [-7.1934, -0.4612, 1.4528]],
  "total_charge": 1,
  "lumo_ev": [-3.58, -6.47],
  "homo_lumo_gap_ev": [7.25, 4.36],
  "spin_multiplicity": 2,
  "total_energy_ha": -3985.86380,
  "fmax_ev_per_a": 3.3,
  "homo_ev": [-10.828, -10.828]
}